1.
Here is a single C8H6S4 molecule from the OMol25 dataset. Energies are from wB97M-V/def2-TZVPD.

```
18
C8H6S4 wB97M-V/def2-TZVPD
C 0.373 -0.298 3.791
C -0.668 0.594 3.445
S -1.282 0.243 1.911
C -0.170 -0.988 1.661
S -0.035 -2.047 0.177
S -1.095 -0.828 -1.168
C 0.235 0.233 -1.709
C 1.569 0.172 -1.668
C 2.253 1.245 -2.215
C 1.496 2.137 -2.757
S -0.254 1.761 -2.467
C 0.648 -1.195 2.757
H 0.958 -0.380 4.741
H -1.139 1.280 4.114
H 2.121 -0.638 -1.363
H 3.255 1.243 -2.236
H 1.625 3.047 -3.152
H 1.416 -2.009 2.820
```

Output
Gap between HOMO and LUMO in eV: 8.575
ΔE to the lowest compared entry with this formula, charge and spin in kJ/mol: 0.0
Highest occupied orbital energy in eV: -8.30
Lowest unoccupied orbital energy in eV: 0.271
Electronic energy in hartree: -1901.14283
SMILES string: c1csc(SSc2cccs2)c1



2.
Here is 2 unconnected molecules or ions with the total composition C3H9N from the OMol25 dataset. Energies are from wB97M-V/def2-TZVPD.

```
13
C3H9N wB97M-V/def2-TZVPD
C -2.154 -0.005 6.224
N -1.429 -0.521 7.129
H -2.556 -0.619 5.416
H -2.514 1.014 6.366
H -0.819 -1.242 6.737
C 0.595 0.295 -4.425
C 1.881 0.128 -3.574
H 0.618 0.717 -5.421
H 0.160 -0.709 -4.548
H -0.214 0.690 -3.808
H 2.244 -0.897 -3.531
H 1.472 0.434 -2.616
H 2.717 0.714 -3.950
```

Output
Gap between HOMO and LUMO in eV: 11.019
ΔE to the lowest compared entry with this formula, charge and spin in kJ/mol: 183.9
Highest occupied orbital energy in eV: -9.74
Lowest unoccupied orbital energy in eV: 1.278
Electronic energy in hartree: -174.38301
SMILES string: C=N.CC



3.
Here is a single C5H9F molecule from the OMol25 dataset. Energies are from wB97M-V/def2-TZVPD.

```
15
C5H9F wB97M-V/def2-TZVPD
C -2.296 -0.361 0.456
C -1.295 0.208 -0.180
F -1.182 1.577 -0.239
C -0.166 -0.545 -0.868
C 1.143 0.254 -0.644
C 1.657 0.227 0.853
H -2.323 -1.448 0.620
H -3.089 0.319 0.977
H -0.363 -0.780 -1.952
H -0.144 -1.529 -0.338
H 0.906 1.339 -0.895
H 1.973 0.192 -1.303
H 2.214 -0.719 1.015
H 2.231 1.099 1.040
H 0.733 0.169 1.459
```

Output
Gap between HOMO and LUMO in eV: 10.816
ΔE to the lowest compared entry with this formula, charge and spin in kJ/mol: 76.8
Highest occupied orbital energy in eV: -9.72
Lowest unoccupied orbital energy in eV: 1.091
Electronic energy in hartree: -295.73088
SMILES string: C=C(F)CCC



Number 1 is which compound? C8H6S4



Which formula does entry 2 have? C3H9N



gap between HOMO and LUMO of number 3 (C5H9F)? 10.816 eV



Repeat the second record exactly.
Here is 2 unconnected molecules or ions with the total composition C3H9N from the OMol25 dataset. Energies are from wB97M-V/def2-TZVPD.

```
13
C3H9N wB97M-V/def2-TZVPD
C -2.154 -0.005 6.224
N -1.429 -0.521 7.129
H -2.556 -0.619 5.416
H -2.514 1.014 6.366
H -0.819 -1.242 6.737
C 0.595 0.295 -4.425
C 1.881 0.128 -3.574
H 0.618 0.717 -5.421
H 0.160 -0.709 -4.548
H -0.214 0.690 -3.808
H 2.244 -0.897 -3.531
H 1.472 0.434 -2.616
H 2.717 0.714 -3.950
```

Output
Gap between HOMO and LUMO in eV: 11.019
ΔE to the lowest compared entry with this formula, charge and spin in kJ/mol: 183.9
Highest occupied orbital energy in eV: -9.74
Lowest unoccupied orbital energy in eV: 1.278
Electronic energy in hartree: -174.38301
SMILES string: C=N.CC